Arrangement i

{
  "formula": "C4H14NO2",
  "method": "wB97M-V/def2-TZVPD",
  "homo_lumo_gap_ev": 10.771,
  "homo_ev": -13.7567,
  "charge": 1,
  "lumo_energy_ev": -3.0,
  "elements": ["C", "C", "C", "C", "N", "H", "H", "H", "H", "H", "H", "H", "H", "H", "H", "H", "H", "O", "H", "H", "O"],
  "coordinates": [[-2.41083, -0.24738, -2.25217], [-2.25245, 0.53747, -0.86121], [-1.03317, 0.15975, -0.17185], [0.13461, 0.77231, -0.36532], [1.32974, 0.26194, 0.33347], [-2.30870, -1.30252, -2.06887], [-1.62698, -0.11708, -2.99765], [-3.42501, -0.16226, -2.64616], [-3.19555, 0.19282, -0.38208], [-2.45502, 1.55092, -1.16195], [-1.08066, -0.55462, 0.64867], [0.41736, 1.54261, -1.10076], [1.23362, -0.63740, 0.84864], [2.03406, -0.13464, -0.31467], [1.75079, 1.05295, 0.91286], [2.58669, 2.00449, 2.85476], [1.01976, 1.92777, 2.90460], [1.81005, 1.56302, 2.49383], [2.46969, -2.65227, 1.91845], [2.77359, -3.16139, 0.41653], [2.22840, -2.59650, 0.99087]]
}

=====

Arrangement ii

{
  "formula": "C4H14NO2",
  "method": "wB97M-V/def2-TZVPD",
  "homo_lumo_gap_ev": 9.990,
  "homo_ev": -13.4794,
  "charge": 1,
  "lumo_energy_ev": -3.5,
  "elements": ["C", "C", "C", "C", "O", "N", "H", "H", "H", "H", "H", "H", "H", "H", "H", "H", "H", "H", "H", "H", "O"],
  "coordinates": [[0.30546, -0.76703, -1.15016], [-1.06240, -0.11069, -0.97911], [-1.36809, 0.39335, 0.43626], [-0.58482, 1.63988, 0.82587], [-0.55807, 2.54985, -0.25143], [0.32488, -2.09321, -0.41922], [1.10793, -0.14579, -0.78018], [0.40716, -1.00086, -2.20177], [-1.06379, 0.74537, -1.64564], [-1.84056, -0.83949, -1.23102], [-1.16766, -0.33333, 1.20437], [-2.43593, 0.58731, 0.48155], [-1.00615, 2.05426, 1.73584], [0.44442, 1.34014, 1.00255], [-0.88050, 3.40294, 0.04987], [-0.64943, -2.23629, -0.12756], [0.88308, -2.22276, 0.42062], [0.46140, -2.91994, -1.01065], [3.19630, 0.66502, 1.02633], [2.93042, -0.64793, 1.64276], [2.55635, -0.06081, 0.97073]]
}

=====

Arrangement iii

{
  "formula": "C4H14NO2",
  "method": "wB97M-V/def2-TZVPD",
  "homo_lumo_gap_ev": 10.089,
  "homo_ev": -13.0963,
  "charge": 1,
  "lumo_energy_ev": -3.0,
  "elements": ["C", "C", "C", "C", "N", "H", "H", "H", "H", "H", "H", "H", "H", "H", "H", "H", "H", "O", "H", "H", "O"],
  "coordinates": [[-0.80572, -0.58046, 1.70459], [0.68574, -0.77884, 1.81644], [1.36150, 0.25840, 0.99249], [2.28198, -0.09564, 0.06663], [-1.17170, -1.17503, 0.34478], [-1.56641, -1.08051, 2.41981], [-1.13646, 0.46433, 1.72144], [1.06232, -0.56593, 2.94962], [1.00447, -1.86905, 1.69026], [1.04120, 1.33734, 1.09753], [3.05806, 0.63161, -0.28346], [2.56373, -0.87436, -0.43427], [-2.17874, -1.23801, 0.28396], [-0.87828, -0.48693, -0.46064], [-0.70765, -2.10757, 0.13816], [-0.35891, 2.66701, -1.80462], [1.04909, 2.33781, -2.00956], [0.24796, 2.00693, -1.82892], [-1.84924, -0.34870, -2.91577], [-1.35340, 0.86241, -2.00428], [-1.83406, -0.04755, -1.95640]]
}

=====

The most stable of them is arrangement ii.

=====

Arrangement i

{
  "formula": "C2HN2O3",
  "method": "wB97M-V/def2-TZVPD",
  "homo_lumo_gap_ev": [6.400, 6.399],
  "homo_ev": [-2.2988, -2.2980],
  "charge": -1,
  "lumo_energy_ev": [4.1, 4.1],
  "elements": ["C", "C", "N", "N", "O", "O", "O", "H"],
  "coordinates": [[-0.84633, -0.16342, 0.00027], [1.32376, 0.64603, 0.05945], [-1.97045, -0.69291, -0.08183], [0.70641, -1.62137, -0.02865], [-0.09209, 0.92526, 0.01050], [2.14400, 1.56160, -0.03857], [1.63122, -0.58720, 0.01234], [-2.89652, -0.06799, 0.06650]]
}

=====

Arrangement ii

{
  "formula": "C2HN2O3",
  "method": "wB97M-V/def2-TZVPD",
  "homo_lumo_gap_ev": 6.947,
  "homo_ev": -3.1518,
  "charge": -1,
  "lumo_energy_ev": 3.8,
  "elements": ["C", "C", "N", "N", "O", "O", "O", "H"],
  "coordinates": [[0.36053, -2.28249, 0.20397], [-0.71314, 0.13651, 2.17033], [0.46209, -3.43718, -0.00760], [0.18816, -0.99621, 0.23320], [0.21065, 0.13919, 2.88151], [-1.76864, 0.21937, 1.75976], [0.86457, -0.20523, -0.77948], [0.42644, -0.65795, -1.52869]]
}

=====

The most stable of them is arrangement ii.

=====

Arrangement i

{
  "formula": "C3H5BrNO2P",
  "method": "wB97M-V/def2-TZVPD",
  "homo_lumo_gap_ev": 7.033,
  "homo_ev": -8.2836,
  "lumo_energy_ev": -1.3,
  "elements": ["C", "C", "C", "N", "O", "O", "P", "Br", "H", "H", "H", "H", "H"],
  "coordinates": [[1.59721, 0.61858, -0.73036], [0.45653, 1.30404, -0.22736], [-1.76792, 1.25478, 0.05138], [1.09586, -1.49156, -0.46352], [0.54585, 2.47400, 0.08919], [-0.65060, 0.52390, -0.26491], [2.31476, -2.13919, 0.05531], [3.16974, 0.98916, 0.29042], [-2.18279, 1.70611, -0.81589], [-1.34653, 2.12078, 0.57116], [-2.44612, 0.69729, 0.70186], [2.47298, -3.39301, 0.40381], [3.52960, -1.41048, 0.32859]]
}

=====

Arrangement ii

{
  "formula": "C3H5BrNO2P",
  "method": "wB97M-V/def2-TZVPD",
  "smiles": "COC(=O)/C(Br)=N/P",
  "homo_lumo_gap_ev": 8.720,
  "homo_ev": -9.1270,
  "lumo_energy_ev": -0.4,
  "elements": ["C", "O", "C", "O", "C", "Br", "N", "P", "H", "H", "H", "H", "H"],
  "coordinates": [[-1.53932, 1.77617, 0.61932], [-0.52265, 0.76007, 0.37399], [-0.80816, -0.45704, 0.74638], [-1.72622, -0.87808, 1.41680], [0.36803, -1.39828, 0.11929], [0.81181, -2.84527, 1.19611], [0.96328, -0.83009, -1.01672], [2.12685, -1.21386, -2.07370], [-1.05806, 2.48641, 1.33651], [-2.42582, 1.40076, 0.97990], [-1.75064, 2.19829, -0.25963], [2.27289, 0.19102, -2.27747], [3.28801, -1.19010, -1.16077]]
}

=====

The most stable of them is arrangement ii.

=====

Arrangement i

{
  "formula": "C6H6Cl2O",
  "method": "wB97M-V/def2-TZVPD",
  "smiles": "C=C[C@]1(Cl)C(=O)C[C@H]1Cl",
  "homo_lumo_gap_ev": 10.049,
  "homo_ev": -9.8879,
  "lumo_energy_ev": 0.2,
  "elements": ["C", "C", "C", "Cl", "C", "O", "C", "C", "Cl", "H", "H", "H", "H", "H", "H"],
  "coordinates": [[2.31071, -0.22888, -0.41534], [1.24208, -1.02595, -0.51515], [-0.08179, -0.64933, 0.11105], [-0.24857, -1.77715, 1.45188], [-1.50000, -0.52916, -0.58712], [-2.00930, -1.12621, -1.46260], [-1.79758, 0.78658, 0.02492], [-0.35504, 0.79805, 0.55974], [-0.19499, 1.15340, 2.25644], [3.24851, -0.43375, -0.65024], [2.32440, 0.71685, -0.09696], [1.38449, -1.93720, -0.96408], [-2.00970, 1.68925, -0.62471], [-2.45959, 0.91553, 0.78887], [0.14638, 1.64797, 0.12328]]
}

=====

Arrangement ii

{
  "formula": "C6H6Cl2O",
  "method": "wB97M-V/def2-TZVPD",
  "homo_lumo_gap_ev": 10.368,
  "homo_ev": -10.0830,
  "lumo_energy_ev": 0.3,
  "elements": ["C", "C", "C", "C", "C", "C", "O", "Cl", "Cl", "H", "H", "H", "H", "H", "H"],
  "coordinates": [[-0.43816, 1.39246, 1.08076], [0.45999, -0.97614, -1.33248], [0.57880, -1.65862, -0.02654], [0.85989, 1.30949, 0.18939], [0.19917, -0.14146, -0.08470], [-1.18283, 0.30118, 0.50789], [-0.80429, 1.97973, 2.06453], [-2.41258, 0.92831, -0.63643], [-2.00756, -0.61300, 1.72038], [1.32687, -0.68972, -1.86437], [-0.29886, -1.14869, -2.02412], [-0.35102, -2.25398, 0.18725], [1.41409, -1.85424, 0.44627], [1.83742, 1.60103, 0.54861], [0.81907, 1.82365, -0.77643]]
}

=====

The most stable of them is arrangement i.

=====

Arrangement i

{
  "formula": "C2H10N3O",
  "method": "wB97M-V/def2-TZVPD",
  "homo_lumo_gap_ev": 11.164,
  "homo_ev": -14.2436,
  "charge": 1,
  "lumo_energy_ev": -3.1,
  "elements": ["C", "N", "C", "N", "N", "H", "H", "H", "H", "H", "H", "H", "H", "H", "H", "O"],
  "coordinates": [[0.49671, 0.40556, -1.80493], [0.20423, -0.06857, -0.48254], [-0.58440, 0.61398, 0.44004], [-0.27406, 0.61901, 1.68961], [-1.82761, 1.16402, 0.00763], [1.42793, 1.03603, -1.85193], [-0.30171, 0.99069, -2.13338], [0.67969, -0.37909, -2.54635], [0.97741, -0.65425, -0.06003], [-0.51080, 1.47749, 2.27235], [0.69694, 0.26742, 1.78322], [-2.41128, 1.68209, 0.67753], [-2.02541, 0.99021, -1.08286], [1.93187, -2.82324, 0.90089], [0.38615, -3.04219, 1.10425], [1.13435, -2.27916, 1.08653]]
}

=====

Arrangement ii

{
  "formula": "C2H10N3O",
  "method": "wB97M-V/def2-TZVPD",
  "homo_lumo_gap_ev": 11.093,
  "homo_ev": -14.2593,
  "charge": 1,
  "lumo_energy_ev": -3.2,
  "elements": ["C", "N", "N", "N", "C", "H", "H", "H", "H", "H", "H", "H", "H", "O", "H", "H"],
  "coordinates": [[0.10879, 1.38156, 0.04603], [-1.18707, 1.14357, 0.12642], [1.01498, 0.52100, 0.56218], [0.49932, 2.55664, -0.46053], [0.71167, -0.74257, 1.30427], [-1.50489, 0.29623, 0.60345], [-1.85939, 1.73433, -0.36908], [1.97207, 0.85780, 0.69290], [1.45208, 2.92884, -0.47629], [-0.28156, 3.13622, -0.77811], [0.02747, -0.64883, 2.16433], [1.65384, -1.19843, 1.65230], [0.25067, -1.41281, 0.55938], [-0.58625, -3.38418, -1.78195], [-1.41549, -2.86058, -1.86219], [-0.85626, -4.30878, -1.98312]]
}

=====

Arrangement iii

{
  "formula": "C2H10N3O",
  "method": "wB97M-V/def2-TZVPD",
  "smiles": "NO[C@H](N)C[NH3+]",
  "homo_lumo_gap_ev": 9.880,
  "homo_ev": -13.5841,
  "charge": 1,
  "lumo_energy_ev": -3.7,
  "elements": ["N", "O", "C", "N", "C", "N", "H", "H", "H", "H", "H", "H", "H", "H", "H", "H"],
  "coordinates": [[-0.44232, 1.50038, 1.04963], [-1.27839, 0.35693, 0.76056], [-0.75823, -0.36549, -0.39300], [-1.57184, -1.51646, -0.73505], [0.67218, -0.72237, 0.10200], [1.74074, 0.19018, -0.34264], [-0.56123, 2.26557, 0.36196], [-0.81459, 2.00736, 1.87100], [-0.63205, 0.46683, -1.18377], [-1.79403, -2.02549, 0.19731], [-2.40759, -1.26956, -1.15380], [0.75093, -0.64814, 1.25806], [0.89120, -1.72759, -0.33018], [1.76461, 0.45803, -1.37447], [2.68192, -0.14339, -0.06090], [1.75870, 1.17321, -0.02673]]
}

=====

The most stable of them is arrangement ii.

=====

Arrangement i

{
  "formula": "C6H10N3O",
  "method": "wB97M-V/def2-TZVPD",
  "homo_lumo_gap_ev": 7.947,
  "homo_ev": -14.0600,
  "charge": 1,
  "lumo_energy_ev": -6.1,
  "elements": ["C", "C", "C", "C", "C", "C", "N", "N", "N", "O", "H", "H", "H", "H", "H", "H", "H", "H", "H", "H"],
  "coordinates": [[2.18989, 2.37249, 1.93534], [2.05466, 1.87409, 0.08858], [0.70119, 1.97291, 0.76872], [-1.27670, 0.39881, 1.58178], [0.30954, -1.30933, -0.95097], [0.00212, 0.25318, 0.81060], [3.02890, 2.09850, 1.00585], [0.99074, 2.34626, 2.16240], [2.28326, 1.59692, -1.16930], [-0.13754, -0.03212, -0.51256], [-0.07468, 2.58934, 0.32854], [-2.00396, 0.96304, 1.00563], [-1.10761, 0.87919, 2.54115], [-1.68494, -0.59602, 1.76415], [0.30899, -1.27822, -2.03847], [-0.38809, -2.07974, -0.61687], [1.31058, -1.53973, -0.58088], [0.77241, -0.33847, 1.31493], [1.51365, 1.48730, -1.81644], [3.23674, 1.52416, -1.50013]]
}

=====

Arrangement ii

{
  "formula": "C6H10N3O",
  "method": "wB97M-V/def2-TZVPD",
  "smiles": "Cc1cc(N(C)C=[NH2+])no1",
  "homo_lumo_gap_ev": [8.445, 8.445],
  "homo_ev": [-13.0389, -13.0389],
  "charge": 1,
  "lumo_energy_ev": [-4.6, -4.6],
  "elements": ["C", "C", "C", "C", "N", "C", "C", "N", "N", "O", "H", "H", "H", "H", "H", "H", "H", "H", "H", "H"],
  "coordinates": [[-3.61909, 0.68289, 0.87762], [-2.19959, 0.65135, 0.43737], [-0.96502, 0.44405, 0.92493], [-0.13661, 0.25427, -0.18622], [1.21393, -0.05185, -0.28180], [1.97343, -0.40965, 0.91083], [1.78126, -0.36074, -1.58990], [3.06707, -0.72110, -1.70433], [-0.91451, 0.33649, -1.26168], [-2.16826, 0.40530, -0.87063], [-4.03215, -0.25515, 1.38869], [-3.66161, 1.50380, 1.62271], [-4.19557, 0.91236, 0.04941], [-0.64854, 0.24373, 1.98960], [2.32495, 0.47491, 1.40478], [1.24818, -1.06832, 1.45490], [2.87673, -0.93734, 0.66833], [1.13070, -0.56035, -2.32631], [3.30725, -1.04416, -2.64001], [3.61746, -0.50049, -0.86830]]
}

=====

The most stable of them is arrangement ii.

=====

Arrangement i

{
  "formula": "C4H11N2O2",
  "method": "wB97M-V/def2-TZVPD",
  "smiles": "N[C@@H](CO)CNC[O-]",
  "homo_lumo_gap_ev": 5.646,
  "homo_ev": -2.4640,
  "charge": -1,
  "lumo_energy_ev": 3.2,
  "elements": ["N", "C", "C", "O", "C", "N", "C", "O", "H", "H", "H", "H", "H", "H", "H", "H", "H", "H", "H"],
  "coordinates": [[-1.50628, -1.35670, -1.28099], [-0.36398, -0.46104, -1.01626], [-0.69598, 0.95254, -1.46544], [-0.13191, 1.25922, -2.76169], [-0.03728, -0.57372, 0.49048], [0.70486, 0.57067, 1.02327], [0.97380, 0.35888, 2.54321], [1.29127, -0.88079, 2.90026], [-1.19001, -2.28481, -1.55107], [-1.99323, -1.09114, -2.13934], [0.53863, -0.71620, -1.58214], [-0.18635, 1.62346, -0.78959], [-1.77613, 1.14305, -1.42372], [-0.80049, 1.10154, -3.43848], [-0.97513, -0.71621, 1.02985], [0.50673, -1.51897, 0.61129], [1.62075, 0.42895, 0.61199], [1.83860, 1.06114, 2.65461], [0.03489, 0.69302, 3.03004]]
}

=====

Arrangement ii

{
  "formula": "C4H11N2O2",
  "method": "wB97M-V/def2-TZVPD",
  "homo_lumo_gap_ev": 6.818,
  "homo_ev": -3.1812,
  "charge": -1,
  "lumo_energy_ev": 3.6,
  "elements": ["C", "N", "C", "O", "H", "H", "H", "H", "H", "C", "N", "C", "O", "H", "H", "H", "H", "H", "H"],
  "coordinates": [[-0.70799, -0.70390, 2.12496], [0.09456, 0.19735, 1.44856], [1.08632, 0.92115, 2.28736], [-0.74246, -0.83015, 3.36387], [-1.45620, -1.17673, 1.45738], [0.27829, 0.00373, 0.43259], [0.51617, 1.15369, 3.19674], [1.39555, 1.84897, 1.78880], [1.93190, 0.31162, 2.58653], [0.64870, -0.87850, -2.29310], [-0.14117, -0.50970, -1.13004], [-1.04235, 0.77022, -1.57302], [-1.62811, 0.61166, -2.71405], [0.04729, -1.13284, -3.18459], [1.30696, -1.74340, -2.04239], [1.27152, -0.02409, -2.55947], [-0.85732, -1.27067, -1.00554], [-0.28140, 1.61258, -1.49241], [-1.72026, 0.83901, -0.69218]]
}

=====

The most stable of them is arrangement ii.

=====

Arrangement i

{
  "formula": "C2H4O2S",
  "method": "wB97M-V/def2-TZVPD",
  "homo_lumo_gap_ev": 9.212,
  "homo_ev": -9.9732,
  "lumo_energy_ev": -0.8,
  "elements": ["C", "C", "O", "O", "S", "H", "H", "H", "H"],
  "coordinates": [[0.20223, 0.86403, 0.18527], [-1.39612, -0.33283, -0.04503], [2.76088, 0.76451, -0.10575], [1.58894, -1.37418, 0.31328], [1.56418, -0.00269, -0.08281], [-0.00802, 1.76371, -0.17785], [-1.03363, -1.20134, 0.36778], [-1.59855, -0.47403, -1.09579], [-2.07992, -0.00717, 0.64091]]
}

=====

Arrangement ii

{
  "formula": "C2H4O2S",
  "method": "wB97M-V/def2-TZVPD",
  "homo_lumo_gap_ev": [9.140, 9.139],
  "homo_ev": [-10.0800, -10.0794],
  "lumo_energy_ev": [-0.9, -0.9],
  "elements": ["C", "C", "O", "O", "S", "H", "H", "H", "H"],
  "coordinates": [[0.96911, 0.25215, -1.27787], [-0.46830, 0.17063, 0.18303], [0.96306, 1.94105, -3.39832], [-1.13624, 1.52661, -2.26644], [0.30691, 1.45768, -2.22284], [1.98774, 0.28352, -0.84583], [-0.80629, -0.75872, -0.18832], [-1.08803, 1.08395, -0.01660], [0.01273, -0.02287, 1.14997]]
}

=====

Arrangement iii

{
  "formula": "C2H4O2S",
  "method": "wB97M-V/def2-TZVPD",
  "homo_lumo_gap_ev": 10.168,
  "homo_ev": -9.4564,
  "lumo_energy_ev": 0.7,
  "elements": ["C", "C", "O", "O", "S", "H", "H", "H", "H"],
  "coordinates": [[-0.62868, -0.00402, -0.73552], [0.73845, 0.16249, -0.24225], [0.33853, -0.01847, 2.33717], [-1.16368, -0.86580, 0.48378], [0.35138, -0.88832, 1.19428], [-1.14114, 0.90979, -0.48320], [-0.87128, -0.43785, -1.75910], [1.60099, -0.05904, -0.94931], [0.77542, 1.20122, 0.15414]]
}

=====

The most stable of them is arrangement iii.